(1)
C6H9NO2 in the gas phase, computed with ωB97M-V with the def2-TZVPD basis set.

orbital gap: 0.3204 Eh
highest occupied orbital energy: -7.980 eV
DFT total energy: -11950.9517 eV
relative energy (zero: lowest compared OMol25 entry of this formula, charge and spin): 54.6 kcal/mol
structure (SMILES): C=C(C=O)C/C(O)=C\N

Each line ends with the natural charge from an NBO analysis.
CARTESIAN COORDINATES (ANGSTROEM)
C  1.42129  -2.16697  0.53715  -0.34
C  0.66552  -1.06795  0.39533  -0.10
C  -0.81845  -1.21121  0.68012  0.40
O  -1.49468  -2.07223  0.12347  -0.53
C  1.16644  0.23674  -0.16041  -0.49
C  0.15514  1.30470  0.17100  0.26
O  0.42757  2.01596  1.31841  -0.68
C  -1.03044  1.43820  -0.47936  -0.12
N  -1.36022  1.01194  -1.75117  -0.81
H  1.00653  -3.09385  0.92616  0.21
H  2.47326  -2.17018  0.26889  0.20
H  -1.16469  -0.64692  1.56292  0.13
H  1.28675  0.15150  -1.24692  0.23
H  2.13691  0.49853  0.27714  0.25
H  -0.23874  2.71832  1.42030  0.48
H  -1.77087  2.14150  -0.09701  0.18
H  -0.64033  0.45133  -2.20309  0.36
H  -2.22098  0.46059  -1.74294  0.37

Forces on atoms 1 to 3 (eV/Å):
-0.4 0.5 0.0
0.1 -1.4 -0.4
0.2 -1.8 -0.1



(2)
C6H9NO2 in the gas phase, computed with ωB97M-V with the def2-TZVPD basis set.

orbital gap: 0.3233 Eh
highest occupied orbital energy: -8.267 eV
DFT total energy: -11945.4921 eV
relative energy (zero: lowest compared OMol25 entry of this formula, charge and spin): 180.5 kcal/mol
structure (SMILES): C=C1CN[C@H]2[C@@H](O)[C@]12O

Each line ends with the natural charge from an NBO analysis.
CARTESIAN COORDINATES (ANGSTROEM)
C  1.29543  -1.67792  -1.07649  -0.46
C  0.82865  -0.83492  -0.08364  -0.02
C  -0.44359  -1.41332  0.80346  -0.27
N  -1.33369  -0.31854  0.83759  -0.62
C  -1.03580  0.36303  -0.47330  -0.09
C  -0.56656  1.69947  -0.81859  0.17
O  -0.78266  2.74108  0.02796  -0.70
C  0.55278  0.62743  -0.14271  0.03
O  0.63824  1.05299  1.22479  -0.76
H  0.93258  -2.81098  -0.96841  0.20
H  2.25478  -1.37104  -1.66408  0.22
H  -0.11561  -1.77929  1.74802  0.21
H  -0.62121  -2.35879  0.17426  0.20
H  -0.72870  0.53272  1.43610  0.40
H  -1.13320  -0.25150  -1.42027  0.22
H  -0.60031  1.82144  -1.93556  0.23
H  -0.62057  2.59646  1.00966  0.52
H  1.47944  1.38169  1.32121  0.51

Forces on atoms 1 to 3 (eV/Å):
1.4 -0.1 1.9
-1.2 -2.3 -2.8
3.1 -1.2 -2.3



(3)
C6H9NO2 in the gas phase, computed with ωB97M-V with the def2-TZVPD basis set.

orbital gap: 0.3612 Eh
highest occupied orbital energy: -9.563 eV
DFT total energy: -11949.0643 eV
relative energy (zero: lowest compared OMol25 entry of this formula, charge and spin): 98.1 kcal/mol
structure (SMILES): [H]/N=C(/O)C#CCCCO

Each line ends with the natural charge from an NBO analysis.
CARTESIAN COORDINATES (ANGSTROEM)
H  0.07276  -3.87813  -0.31281  0.35
N  -0.80925  -4.07937  0.14859  -0.71
C  -1.63589  -3.06723  0.10401  0.51
O  -2.67061  -3.40352  0.85253  -0.66
C  -1.17645  -1.70897  0.30332  -0.13
C  -0.77710  -0.57298  0.44188  0.10
C  -0.28822  0.79665  0.57343  -0.49
C  0.74147  1.16038  -0.50282  -0.40
C  1.20284  2.59999  -0.37242  -0.05
O  2.14296  2.86604  -1.39556  -0.72
H  -2.14128  -4.42779  1.14151  0.51
H  0.15282  0.91186  1.57643  0.24
H  -1.14767  1.48385  0.52859  0.23
H  0.30159  1.00990  -1.49949  0.22
H  1.61048  0.49127  -0.42135  0.21
H  1.65509  2.75870  0.62233  0.16
H  0.33588  3.27903  -0.45417  0.16
H  2.43060  3.78034  -1.33400  0.47

Forces on atoms 1 to 3 (eV/Å):
0.2 -0.1 0.1
0.6 1.0 -2.5
2.8 -1.6 4.3



(4)
2 unconnected molecules or ions with the total composition C6H9NO2S, computed with ωB97M-V with the def2-TZVPD basis set.

orbital gap (alpha / beta): 0.3257 / 0.2807 Eh
highest occupied orbital energy (alpha / beta): -9.685 / -8.840 eV
DFT total energy: -22783.1692 eV
relative energy (zero: lowest compared OMol25 entry of this formula, charge and spin): 120.9 kcal/mol

Each line ends with the natural charge from an NBO analysis.
CARTESIAN COORDINATES (ANGSTROEM)
C  -0.44463  -1.05913  0.53154  0.00
C  0.62519  -1.82831  0.04235  0.05
C  -1.52925  -1.37163  -0.23158  0.21
C  2.03471  -1.85510  0.49342  -0.64
C  -2.93605  -0.90476  -0.25231  -0.66
C  0.49011  2.52110  0.14651  -0.84
N  0.18118  -2.56798  -0.94277  -0.13
O  0.32322  2.11402  2.75756  -0.80
O  -1.14575  -2.30447  -1.13017  -0.27
S  -0.54485  2.00747  1.58041  0.97
H  2.08030  -2.11462  1.54878  0.23
H  2.59164  -2.58284  -0.08892  0.24
H  2.48354  -0.86976  0.36819  0.23
H  -2.97875  0.18127  -0.30130  0.23
H  -3.43470  -1.32312  -1.12284  0.24
H  -3.45918  -1.22574  0.64759  0.24
H  1.41107  2.94529  0.52990  0.25
H  -0.06402  3.25394  -0.43032  0.23
H  0.70244  1.65857  -0.47974  0.24

Forces on atoms 1 to 3 (eV/Å):
-0.9 0.2 -0.4
-0.3 0.0 -0.1
0.4 0.4 0.5